[1]
A structure of composition C34H34Cl3N3PTi, computed with ωB97M-V/def2-TZVPD.

Element x y z (Å)
Ti (0.3351, -0.6478, -1.1692)
C (1.3908, -4.4203, -2.6389)
C (1.0923, -3.8219, -1.2945)
C (-0.1179, -3.1378, -1.0911)
C (-0.4384, -2.6084, 0.1591)
C (0.4559, -2.7698, 1.2238)
C (1.6570, -3.4208, 1.0232)
C (1.9723, -3.9437, -0.2319)
H (0.6509, -5.1790, -2.8991)
H (2.3745, -4.8864, -2.6574)
H (1.3602, -3.6563, -3.4182)
H (-0.8824, -3.1958, -1.8561)
H (-1.4443, -2.2471, 0.3485)
H (0.1824, -2.4196, 2.2079)
H (2.3430, -3.5470, 1.8505)
H (2.9075, -4.4698, -0.3796)
N (-0.2441, 0.2412, 2.7121)
P (-0.0242, 0.8905, 1.1509)
C (1.0834, 2.3099, 1.4280)
C (2.2487, 2.4524, 0.6872)
C (3.1215, 3.5033, 0.9323)
C (2.8330, 4.4197, 1.9341)
C (1.6735, 4.2807, 2.6892)
C (0.8042, 3.2320, 2.4352)
C (-1.6656, 1.6553, 0.9591)
C (-2.7887, 0.8452, 1.1559)
C (-4.0685, 1.3434, 0.9628)
C (-4.2453, 2.6582, 0.5528)
C (-3.1361, 3.4645, 0.3414)
C (-1.8544, 2.9691, 0.5445)
C (0.7972, -0.2781, 3.4721)
C (0.5630, -0.6793, 4.7925)
C (1.6250, -1.1894, 5.5037)
C (2.8772, -1.2894, 4.8973)
C (2.9886, -0.8654, 3.5881)
N (1.9720, -0.3657, 2.8769)
H (-1.0674, 0.5210, 3.2243)
H (2.4900, 1.7184, -0.0732)
H (4.0302, 3.5988, 0.3527)
H (3.5128, 5.2371, 2.1339)
H (1.4487, 4.9885, 3.4758)
H (-0.0968, 3.1305, 3.0304)
H (-2.6690, -0.1931, 1.4477)
H (-4.9247, 0.7025, 1.1282)
H (-5.2408, 3.0541, 0.4055)
H (-3.2715, 4.4938, 0.0343)
H (-1.0015, 3.6241, 0.4045)
H (-0.4204, -0.5900, 5.2357)
H (1.4831, -1.5096, 6.5278)
H (3.7354, -1.6771, 5.4249)
H (3.9388, -0.9202, 3.0689)
Cl (-5.9205, -2.5308, -2.1102)
C (-4.2969, -2.0217, -2.4700)
C (-3.6353, -2.5498, -3.5741)
C (-2.3434, -2.1457, -3.8535)
C (-1.6718, -1.2074, -3.0548)
C (-0.2166, -0.8637, -3.2687)
C (-2.3786, -0.6909, -1.9637)
C (-3.6782, -1.0959, -1.6617)
H (-4.1452, -3.2699, -4.1999)
H (-1.8268, -2.5695, -4.7058)
H (-0.1141, 0.0480, -3.8623)
H (0.2646, -1.6598, -3.8473)
H (-1.9348, 0.0573, -1.3045)
H (-4.2054, -0.6845, -0.8112)
Cl (2.7903, -0.9268, -1.2848)
C (3.6092, 0.2840, -2.3552)
Cl (3.4711, -0.1165, -4.0410)
H (4.6455, 0.2596, -2.0400)
H (3.1271, 1.2344, -2.1542)
C (-0.4795, 3.5970, -2.8878)
C (0.0096, 2.3688, -2.2637)
N (0.3855, 1.3933, -1.7869)
H (0.3157, 4.3402, -2.8931)
H (-1.3280, 3.9636, -2.3122)
H (-0.7898, 3.3813, -3.9081)

Cartesian forces (eV/Å) of the 3 atoms listed first:
Ti -0.06 -0.26 0.30
C 0.04 0.01 -0.02
C -0.02 0.13 -0.13

The value obtained for the HOMO energy (spin up / spin down) is -9.46 / -10.26 eV. Its spin multiplicity is 3. As for the net charge: +1. As for the lowest unoccupied orbital energy (spin up / spin down): -2.187 / -2.179 eV. Its total energy is -110246.635 eV.

How positive or negative is each atom? The Mulliken charges in e answer that: atom 1 (Ti): 0.300, atom 2 (C): -1.513, atom 3 (C): 0.718, atom 4 (C): -0.202, atom 5 (C): -0.945, atom 6 (C): 0.009, atom 7 (C): -0.673, atom 8 (C): -0.844, atom 9 (H): 0.359, atom 10 (H): 0.391, atom 11 (H): 0.218, atom 12 (H): 0.731, atom 13 (H): 0.587, atom 14 (H): 0.615, atom 15 (H): 0.441, atom 16 (H): 0.393, atom 17 (N): 0.323, atom 18 (P): 0.943, atom 19 (C): 0.216, atom 20 (C): -0.225, atom 21 (C): -0.485, atom 22 (C): -0.553, atom 23 (C): -0.807, atom 24 (C): -0.599, atom 25 (C): 0.626, atom 26 (C): -0.670, atom 27 (C): -0.571, atom 28 (C): -0.729, atom 29 (C): -0.850, atom 30 (C): -0.860, atom 31 (C): 0.372, atom 32 (C): -0.908, atom 33 (C): -0.467, atom 34 (C): -0.615, atom 35 (C): -0.584, atom 36 (N): 0.014, atom 37 (H): 0.321, atom 38 (H): 0.062, atom 39 (H): 0.478, atom 40 (H): 0.413, atom 41 (H): 0.436, atom 42 (H): 0.432, atom 43 (H): 0.309, atom 44 (H): 0.572, atom 45 (H): 0.440, atom 46 (H): 0.489, atom 47 (H): 0.752, atom 48 (H): 0.470, atom 49 (H): 0.434, atom 50 (H): 0.446, atom 51 (H): 0.423, atom 52 (Cl): -0.234, atom 53 (C): 0.246, atom 54 (C): -0.743, atom 55 (C): -0.282, atom 56 (C): -0.297, atom 57 (C): -0.846, atom 58 (C): 0.777, atom 59 (C): -1.204, atom 60 (H): 0.424, atom 61 (H): 0.440, atom 62 (H): 0.488, atom 63 (H): 0.121, atom 64 (H): 0.699, atom 65 (H): 0.411, atom 66 (Cl): -0.112, atom 67 (C): -0.294, atom 68 (Cl): -0.107, atom 69 (H): 0.448, atom 70 (H): 0.060, atom 71 (C): -1.300, atom 72 (C): 0.389, atom 73 (N): 0.259, atom 74 (H): 0.360, atom 75 (H): 0.293, atom 76 (H): 0.367


[2]
A structure of composition C34H34ClMgN8O7, computed with ωB97M-V/def2-TZVPD.

Element x y z (Å)
Mg (0.5130, -0.1600, -0.6552)
C (1.0413, 2.2197, -2.4247)
N (0.3742, 2.0370, -1.1436)
C (-1.0518, 2.2855, -1.2409)
C (-1.7563, 1.1981, -1.9814)
C (-3.0955, 1.3476, -2.3191)
C (-3.7284, 0.3300, -3.0138)
C (-2.9862, -0.7887, -3.3580)
C (-1.6627, -0.8496, -2.9645)
N (-1.0513, 0.1146, -2.2896)
C (0.9419, 2.9260, -0.1398)
C (0.6356, 2.3940, 1.2295)
C (0.4121, 3.2185, 2.3257)
C (0.1531, 2.6290, 3.5519)
C (0.1209, 1.2429, 3.6344)
C (0.3444, 0.5093, 2.4810)
N (0.5964, 1.0722, 1.3099)
C (2.3215, 1.4440, -2.4147)
C (3.5461, 2.0016, -2.7598)
C (4.6757, 1.1972, -2.7654)
C (4.5298, -0.1427, -2.4318)
C (3.2796, -0.5957, -2.0549)
N (2.2012, 0.1774, -2.0371)
H (1.2218, 3.2860, -2.6457)
H (0.3982, 1.8048, -3.2220)
H (-1.2582, 3.2595, -1.7280)
H (-1.4683, 2.3409, -0.2215)
H (-3.6307, 2.2516, -2.0214)
H (-4.7794, 0.4194, -3.2906)
H (-3.4290, -1.6199, -3.9014)
H (-1.0702, -1.7198, -3.2229)
H (0.5514, 3.9543, -0.2518)
H (2.0375, 2.9660, -0.2746)
H (0.4257, 4.3039, 2.2144)
H (-0.0321, 3.2484, 4.4317)
H (-0.0805, 0.7358, 4.5763)
H (0.3068, -0.5773, 2.4926)
H (3.6103, 3.0602, -3.0339)
H (5.6494, 1.6081, -3.0282)
H (5.3784, -0.8231, -2.4548)
H (3.1380, -1.6303, -1.7430)
C (3.9515, 1.1986, 1.1508)
N (3.9438, -0.1179, 1.7523)
C (4.9214, -0.3297, 2.8019)
C (3.0345, -1.0269, 1.3648)
C (3.0196, -2.3688, 2.0410)
O (2.2187, -0.7864, 0.4599)
H (4.9578, 1.4367, 0.7765)
H (3.6617, 1.9524, 1.9002)
H (3.2412, 1.2054, 0.3289)
H (5.5722, 0.5516, 2.8539)
H (5.5551, -1.2061, 2.5906)
H (4.4387, -0.4634, 3.7800)
H (3.9078, -2.5706, 2.6537)
H (2.9157, -3.1484, 1.2732)
H (2.1287, -2.4165, 2.6878)
O (-2.3681, -2.1638, -0.6728)
C (-2.1772, -1.2259, 0.0950)
O (-1.0832, -0.5998, 0.2551)
C (-3.3279, -0.7107, 0.9428)
C (-4.4630, -1.4791, 1.1862)
C (-5.4923, -0.9474, 1.9548)
C (-5.4503, 0.3463, 2.4512)
C (-4.3154, 1.0963, 2.1869)
C (-3.2533, 0.5715, 1.4645)
N (-4.2087, 2.4569, 2.6567)
O (-3.1917, 3.0682, 2.3540)
O (-5.1229, 2.9144, 3.3123)
N (-6.6527, -1.7699, 2.2516)
O (-7.5508, -1.2544, 2.8876)
O (-6.6426, -2.9184, 1.8488)
H (-4.5393, -2.4937, 0.7859)
H (-6.2814, 0.7557, 3.0311)
H (-2.3521, 1.1703, 1.3150)
Cl (-0.7061, -5.6127, 0.2127)
C (-0.1005, -4.4717, -0.9169)
C (0.1575, -4.8394, -2.2335)
C (0.6666, -3.8723, -3.0884)
C (0.8667, -2.5900, -2.6021)
N (0.6119, -2.2408, -1.3444)
C (0.1405, -3.1595, -0.5173)
H (-0.0436, -5.8553, -2.5676)
H (0.9035, -4.1123, -4.1245)
H (1.2453, -1.7984, -3.2521)
H (-0.0610, -2.8505, 0.4985)

Cartesian forces (eV/Å) of the 3 atoms listed first:
Mg 0.81 -0.21 -0.09
C -0.12 0.24 -0.66
N -0.05 0.29 -0.07

The value obtained for the HOMO energy is -11.48 eV. As for the net charge: +1. As for the lowest unoccupied orbital energy: -2.723 eV. Its total energy is -80025.848 eV.

How positive or negative is each atom? The Mulliken charges in e answer that: atom 1 (Mg): 4.137, atom 2 (C): -0.973, atom 3 (N): 0.386, atom 4 (C): -1.410, atom 5 (C): 0.704, atom 6 (C): -0.979, atom 7 (C): -0.710, atom 8 (C): -0.744, atom 9 (C): -0.188, atom 10 (N): 0.439, atom 11 (C): -1.320, atom 12 (C): 0.217, atom 13 (C): -1.114, atom 14 (C): -0.779, atom 15 (C): -1.049, atom 16 (C): -0.257, atom 17 (N): 0.768, atom 18 (C): 0.308, atom 19 (C): -1.042, atom 20 (C): -0.606, atom 21 (C): -1.013, atom 22 (C): -0.167, atom 23 (N): 0.494, atom 24 (H): 0.517, atom 25 (H): 0.402, atom 26 (H): 0.626, atom 27 (H): 0.218, atom 28 (H): 0.513, atom 29 (H): 0.440, atom 30 (H): 0.489, atom 31 (H): 0.100, atom 32 (H): 0.655, atom 33 (H): 0.436, atom 34 (H): 0.550, atom 35 (H): 0.424, atom 36 (H): 0.547, atom 37 (H): 0.294, atom 38 (H): 0.492, atom 39 (H): 0.430, atom 40 (H): 0.468, atom 41 (H): 0.318, atom 42 (C): -0.602, atom 43 (N): 0.224, atom 44 (C): -1.187, atom 45 (C): 0.086, atom 46 (C): -1.393, atom 47 (O): -0.263, atom 48 (H): 0.594, atom 49 (H): 0.444, atom 50 (H): -0.516, atom 51 (H): 0.427, atom 52 (H): 0.358, atom 53 (H): 0.348, atom 54 (H): 0.569, atom 55 (H): 0.188, atom 56 (H): 0.237, atom 57 (O): -0.649, atom 58 (C): -0.301, atom 59 (O): 0.503, atom 60 (C): 0.146, atom 61 (C): -0.140, atom 62 (C): -0.483, atom 63 (C): -0.510, atom 64 (C): -0.510, atom 65 (C): 1.130, atom 66 (N): 1.040, atom 67 (O): -0.593, atom 68 (O): -0.627, atom 69 (N): 1.050, atom 70 (O): -0.617, atom 71 (O): -0.604, atom 72 (H): 0.667, atom 73 (H): 0.594, atom 74 (H): -0.529, atom 75 (Cl): -0.224, atom 76 (C): -0.067, atom 77 (C): -0.402, atom 78 (C): -1.060, atom 79 (C): -0.617, atom 80 (N): 0.325, atom 81 (C): -1.009, atom 82 (H): 0.477, atom 83 (H): 0.466, atom 84 (H): 0.476, atom 85 (H): 0.534


Calculated energy relative to the best compared isomer or geometry (same formula, charge and spin) in order - 71.2, 0.0 kJ/mol